[1]
{"formula": "C19H22ClFN4O3", "method": "wB97M-V/def2-TZVPD", "charge": 0, "e_above_lowest_kcal_mol": 0.6, "smiles": "CCc1cc(CNC(=O)C[C@H]2C(=O)NCCN2Cc2c(F)cccc2Cl)on1", "lumo_energy_ha": 0.025, "total_energy_ha": -1742.02779, "homo_energy_ha": -0.3124, "species": ["C", "C", "C", "C", "C", "C", "N", "C", "O", "C", "C", "C", "O", "N", "C", "C", "N", "C", "C", "C", "F", "C", "C", "C", "C", "Cl", "O", "N", "H", "H", "H", "H", "H", "H", "H", "H", "H", "H", "H", "H", "H", "H", "H", "H", "H", "H", "H", "H", "H", "H"], "coordinates": [[4.69469, -2.76961, -0.15376], [3.62233, -3.11595, -1.18675], [2.26180, -2.80695, -0.67025], [1.58749, -3.40695, 0.42405], [0.39571, -2.74448, 0.48100], [-0.78287, -2.86437, 1.39759], [-1.65199, -1.72001, 1.30450], [-1.31699, -0.55947, 1.90890], [-0.39864, -0.45250, 2.69618], [-2.21831, 0.59646, 1.50588], [-2.02858, 0.94339, 0.00337], [-3.15798, 0.32226, -0.81139], [-3.42013, -0.87004, -0.71893], [-3.86405, 1.11860, -1.62695], [-3.68806, 2.54603, -1.76246], [-3.06761, 3.06663, -0.46063], [-1.84840, 2.37473, -0.14195], [-0.67843, 2.78094, -0.90029], [0.55629, 2.18495, -0.27776], [0.81736, 2.38378, 1.07596], [-0.00074, 3.19319, 1.77454], [1.88340, 1.79999, 1.72981], [2.74953, 1.00013, 1.00550], [2.55130, 0.80590, -0.34841], [1.45677, 1.38380, -0.97367], [1.23480, 1.08067, -2.65729], [0.35790, -1.82484, -0.49522], [1.51625, -1.87295, -1.19834], [5.68219, -2.99631, -0.54825], [4.54613, -3.34159, 0.75909], [4.65466, -1.71180, 0.09502], [3.78165, -2.54537, -2.10245], [3.67867, -4.18072, -1.42603], [1.93203, -4.19676, 1.05681], [-1.35102, -3.76848, 1.15976], [-0.41198, -2.93474, 2.42601], [-2.32795, -1.67938, 0.54104], [-1.94660, 1.47152, 2.09501], [-3.25607, 0.33209, 1.71420], [-1.11521, 0.44354, -0.34270], [-4.57676, 0.66303, -2.18044], [-3.03112, 2.77202, -2.61208], [-4.65954, 3.01158, -1.94551], [-3.77084, 2.89829, 0.36104], [-2.86865, 4.13654, -0.53391], [-0.72277, 2.49414, -1.96128], [-0.61912, 3.87260, -0.83769], [2.01410, 1.96629, 2.78605], [3.58458, 0.52944, 1.50037], [3.22078, 0.19077, -0.92728]], "forces_ev_per_angstrom": [[-0.050, -0.083, -0.180], [0.078, 0.135, 0.032], [-0.553, 0.024, 0.059], [-0.618, 0.375, -0.027], [0.761, -0.434, 0.124], [-0.005, 0.190, 0.088], [-0.110, -0.502, -0.171], [-0.567, 0.177, 0.006], [0.323, 0.051, 0.193], [0.138, -0.104, 0.065], [0.009, -0.011, 0.325], [0.119, 0.043, -0.091], [-0.030, -0.313, 0.076], [-0.320, 0.040, -0.294], [0.251, 0.416, 0.191], [-0.171, -0.021, -0.291], [-0.019, 0.036, -0.199], [0.019, 0.046, -0.040], [-0.062, 0.102, -0.013], [0.291, -0.120, -0.098], [0.085, 0.005, 0.030], [-0.199, 0.119, 0.009], [-0.075, 0.095, -0.104], [0.060, -0.006, -0.058], [0.153, 0.070, 0.374], [-0.014, -0.025, -0.334], [-0.599, -0.189, 0.596], [0.959, -0.053, -0.833], [0.112, -0.002, 0.036], [0.035, -0.017, 0.113], [0.026, 0.099, 0.062], [-0.015, -0.077, -0.041], [-0.006, 0.053, -0.088], [0.052, -0.182, 0.208], [0.061, 0.104, 0.048], [-0.055, -0.090, -0.190], [0.029, 0.072, 0.113], [0.028, -0.109, -0.066], [-0.017, -0.027, 0.036], [-0.159, 0.001, -0.028], [0.132, -0.082, 0.121], [-0.103, 0.065, 0.065], [0.065, -0.026, 0.003], [-0.096, 0.101, -0.038], [-0.038, -0.003, 0.028], [0.025, 0.139, 0.132], [-0.017, -0.044, -0.083], [-0.022, 0.027, 0.124], [0.088, -0.044, 0.047], [0.021, -0.024, -0.036]]}



[2]
{"formula": "C19H22ClN3S2", "method": "wB97M-V/def2-TZVPD", "charge": 0, "e_above_lowest_kcal_mol": 0.0, "smiles": "CSc1cccc(NC(=S)N2CCCN(Cc3cccc(Cl)c3)C2)c1", "lumo_energy_ha": 0.021, "total_energy_ha": -2158.06914, "homo_energy_ha": -0.2939, "species": ["C", "S", "C", "C", "C", "C", "C", "N", "C", "S", "N", "C", "C", "C", "N", "C", "C", "C", "C", "C", "C", "Cl", "C", "C", "C", "H", "H", "H", "H", "H", "H", "H", "H", "H", "H", "H", "H", "H", "H", "H", "H", "H", "H", "H", "H", "H", "H"], "coordinates": [[-1.68253, -1.70196, 2.78612], [-1.96960, -3.01749, 1.56909], [-2.37947, -2.14110, 0.09433], [-2.65775, -2.91116, -1.03365], [-2.99031, -2.29124, -2.22146], [-3.02039, -0.91040, -2.31223], [-2.71766, -0.14103, -1.19211], [-2.74400, 1.25360, -1.30653], [-2.20573, 2.19823, -0.47558], [-3.03443, 3.62116, -0.29274], [-1.00846, 1.97731, 0.10804], [-0.48055, 2.87750, 1.11052], [0.06582, 2.04844, 2.27023], [1.06282, 1.01321, 1.75139], [0.40164, 0.19896, 0.74512], [1.13835, -0.98851, 0.33026], [2.41080, -0.69154, -0.42466], [2.40605, -0.58674, -1.81084], [3.56013, -0.24857, -2.49509], [4.73755, -0.00572, -1.80932], [4.74304, -0.11776, -0.42874], [6.20717, 0.17013, 0.44707], [3.59423, -0.45900, 0.26508], [-0.01796, 1.03714, -0.35878], [-2.42705, -0.75926, 0.02084], [-0.90808, -1.03476, 2.42019], [-1.35340, -2.20611, 3.68953], [-2.61009, -1.17037, 2.97950], [-2.61844, -3.98657, -0.96099], [-3.22072, -2.88874, -3.09040], [-3.27200, -0.42494, -3.24300], [-3.48794, 1.62473, -1.88407], [0.32061, 3.48553, 0.67078], [-1.27945, 3.54238, 1.44045], [0.55018, 2.70291, 2.99447], [-0.76090, 1.53618, 2.76517], [1.94799, 1.52897, 1.34114], [1.38861, 0.36467, 2.56804], [0.46417, -1.58251, -0.29360], [1.36535, -1.56112, 1.23314], [1.49497, -0.78170, -2.35764], [3.54573, -0.17326, -3.57178], [5.64034, 0.26029, -2.33556], [3.62742, -0.55276, 1.33976], [0.83367, 1.62209, -0.76870], [-0.42418, 0.41539, -1.15486], [-2.23553, -0.14447, 0.88208]], "forces_ev_per_angstrom": [[-0.155, -0.294, -0.442], [0.070, -0.003, 0.167], [0.054, -0.030, 0.191], [0.040, -0.017, 0.104], [-0.028, 0.000, 0.041], [0.051, 0.151, 0.081], [-0.002, -0.506, 0.054], [0.024, -0.037, -0.414], [0.064, 0.379, 0.007], [-0.411, 0.471, -0.001], [-0.281, -0.095, -0.195], [-0.025, 0.175, 0.528], [0.231, -0.021, -0.237], [-0.168, 0.073, 0.237], [0.071, 0.024, 0.031], [-0.031, 0.062, -0.055], [0.064, -0.041, -0.039], [0.012, -0.041, 0.072], [-0.008, 0.022, -0.026], [0.056, 0.005, 0.066], [-0.168, -0.020, -0.109], [0.160, 0.031, 0.089], [0.056, -0.009, -0.095], [0.110, -0.252, -0.245], [-0.132, 0.066, -0.122], [0.027, 0.132, 0.055], [0.011, -0.028, 0.064], [0.003, 0.119, 0.086], [-0.009, -0.153, -0.045], [-0.025, -0.054, -0.082], [0.016, 0.063, -0.117], [0.147, 0.040, 0.222], [-0.073, 0.014, -0.020], [0.196, -0.078, -0.103], [0.005, 0.040, 0.033], [-0.024, -0.003, 0.043], [0.020, -0.044, 0.061], [0.075, -0.009, -0.023], [0.040, -0.059, 0.046], [-0.045, -0.046, -0.048], [-0.118, -0.031, -0.061], [0.011, 0.008, -0.099], [0.098, 0.021, -0.021], [0.020, -0.007, 0.127], [-0.189, -0.127, 0.045], [0.099, 0.090, 0.040], [0.060, 0.017, 0.108]]}